# 1
{
  "formula": "C33H60Cl2N3O5P",
  "method": "ωB97M-V/def2-TZVPD",
  "energy_ha": -3095.228872,
  "multiplicity": 2,
  "total_charge": 1,
  "orbital_gap_ev": [5.4, 6.1],
  "e_homo_ev": [-10.41, -11.11],
  "largest_force_ha_per_bohr": 0.0962,
  "elements": ["C", "C", "O", "P", "O", "C", "C", "C", "C", "C", "C", "C", "C", "C", "C", "C", "C", "C", "C", "C", "O", "C", "C", "C", "Cl", "C", "C", "Cl", "N", "N", "O", "C", "C", "H", "H", "H", "H", "H", "H", "H", "H", "H", "H", "H", "H", "H", "H", "H", "H", "H", "H", "H", "H", "H", "H", "H", "H", "H", "H", "H", "H", "H", "H", "H", "H", "H", "H", "H", "H", "H", "H", "H", "H", "H", "H", "C", "C", "C", "C", "C", "C", "N", "O", "C", "C", "C", "H", "H", "H", "H", "H", "H", "H", "H", "H", "H", "H", "H", "H", "H", "H", "H", "H", "H"],
  "xyz": [[-3.436, 3.994, -5.515], [-2.175, 3.140, -5.083], [-1.319, 2.825, -6.197], [0.197, 2.343, -5.681], [0.843, 3.544, -5.079], [0.093, 1.052, -4.343], [1.336, 1.041, -3.386], [1.152, -0.015, -2.219], [2.349, -0.205, -1.374], [2.104, -1.176, -0.266], [3.202, -1.549, 0.762], [2.863, -1.188, 2.262], [3.578, 0.109, 2.800], [5.144, 0.139, 2.603], [5.516, 1.557, 1.994], [4.915, 1.798, 0.550], [4.784, 3.369, 0.322], [6.105, 3.968, -0.342], [6.265, 5.482, 0.133], [5.180, 6.401, -0.541], [5.107, 7.670, 0.143], [6.335, 8.383, -0.068], [0.738, -1.694, -0.294], [0.350, -2.682, 0.846], [0.907, -4.363, 0.853], [-0.464, -2.169, 1.816], [-0.966, -0.705, 1.870], [-0.991, -3.233, 3.146], [-0.243, -1.433, -1.181], [-0.050, -0.581, -2.167], [0.928, 1.741, -7.026], [2.335, 2.047, -7.100], [3.256, 0.957, -6.377], [-3.691, 3.740, -6.571], [-3.214, 5.082, -5.412], [-4.328, 3.768, -4.875], [-1.664, 3.615, -4.210], [-2.603, 2.157, -4.720], [-0.799, 1.298, -3.706], [0.012, 0.027, -4.795], [1.501, 2.058, -2.936], [2.300, 0.761, -3.877], [3.328, 0.299, -1.517], [4.148, -1.048, 0.427], [3.418, -2.654, 0.700], [1.766, -1.050, 2.403], [3.210, -2.041, 2.906], [3.383, 0.142, 3.910], [3.060, 1.022, 2.391], [5.535, -0.701, 1.973], [5.647, 0.075, 3.605], [5.038, 2.334, 2.656], [6.617, 1.760, 1.994], [3.871, 1.394, 0.444], [5.547, 1.335, -0.257], [3.938, 3.615, -0.370], [4.624, 3.924, 1.281], [6.956, 3.343, 0.027], [5.960, 3.914, -1.450], [6.140, 5.486, 1.249], [7.283, 5.803, -0.196], [5.421, 6.582, -1.628], [4.152, 5.961, -0.508], [6.929, 7.961, -0.919], [6.167, 9.476, -0.269], [6.965, 8.307, 0.861], [-1.046, -0.201, 0.880], [-1.941, -0.579, 2.398], [-0.209, -0.129, 2.478], [-1.167, -1.871, -1.095], [2.609, 3.083, -6.797], [2.608, 1.967, -8.189], [3.972, 0.539, -7.133], [2.625, 0.129, -5.970], [3.865, 1.482, -5.602], [-5.990, -4.186, 5.324], [-6.982, -3.885, 4.176], [-7.915, -5.089, 3.986], [-7.208, -6.290, 3.366], [-6.513, -5.904, 2.063], [-5.615, -4.659, 2.171], [-6.248, -3.536, 2.922], [-7.106, -2.941, 2.106], [-4.272, -5.022, 2.838], [-5.208, -4.253, 0.739], [-7.796, -2.693, 4.714], [-6.488, -4.119, 6.293], [-5.574, -5.192, 5.290], [-5.166, -3.469, 5.335], [-8.762, -4.811, 3.349], [-8.346, -5.383, 4.948], [-6.488, -6.722, 4.067], [-7.940, -7.077, 3.165], [-5.927, -6.755, 1.706], [-7.288, -5.732, 1.307], [-3.676, -4.126, 3.027], [-3.676, -5.672, 2.191], [-4.377, -5.568, 3.773], [-6.070, -4.096, 0.090], [-4.609, -5.039, 0.273], [-4.609, -3.338, 0.742], [-7.149, -1.833, 4.907], [-8.285, -2.958, 5.652], [-8.589, -2.379, 4.034]],
  "atomic_forces_ev_per_a": [[0.774, -0.025, -0.068], [-2.334, -0.669, 0.893], [1.876, -1.296, 0.768], [-0.242, 2.337, -0.192], [0.142, -1.232, -0.348], [0.204, -0.542, -0.139], [-0.140, -0.341, 0.551], [1.717, 2.013, -1.428], [-3.132, -3.074, 2.286], [-0.212, 2.239, -3.052], [-0.305, -0.303, -0.253], [0.566, 0.283, 0.364], [-0.209, -0.503, 0.522], [-0.008, 1.230, 0.006], [-0.588, -0.336, -0.285], [-0.305, 1.132, 0.392], [0.910, -0.125, -0.995], [-1.251, 0.507, 1.084], [-0.289, -1.164, -1.098], [0.104, 0.039, 0.391], [0.704, -0.344, -1.134], [0.641, 0.493, 0.508], [0.744, -2.286, 2.245], [-1.144, 1.043, 0.270], [-0.203, 1.557, -0.318], [-0.247, -0.733, -0.376], [0.574, 0.131, 0.650], [0.533, 1.151, -1.072], [2.494, 0.220, 0.877], [0.781, 0.345, 0.252], [-0.970, 0.814, 1.961], [2.002, -0.838, -1.264], [-0.203, 0.875, -0.554], [0.172, 0.299, 0.793], [-0.199, -0.817, -0.327], [0.943, 0.045, -0.458], [-0.006, -0.199, -0.963], [0.498, 0.887, -0.250], [0.700, -0.408, -0.863], [-0.354, 0.909, 0.410], [-0.221, -0.905, -0.374], [-0.867, 0.304, 0.131], [-0.984, -0.309, -0.056], [-0.936, -0.319, 0.298], [-0.447, 1.009, -0.107], [0.889, -0.323, -0.087], [-0.515, 0.693, -0.642], [0.046, -0.035, -1.082], [0.715, -0.810, 0.193], [-0.375, 0.704, 0.473], [-0.469, -0.153, -0.932], [0.556, -0.797, -0.492], [-0.880, -0.291, -0.026], [0.956, 0.038, 0.369], [-0.465, 0.402, 0.694], [0.482, -0.314, 0.702], [-0.099, -0.726, -0.663], [-0.432, 0.636, -0.626], [0.599, -0.067, 0.793], [0.318, 0.303, -1.016], [-0.768, 0.021, 0.647], [-0.096, -0.278, 0.906], [0.872, 0.301, 0.190], [-0.555, 0.369, 0.599], [-0.194, -1.094, 0.199], [-0.429, 0.077, -0.826], [0.125, -0.540, 0.718], [0.751, -0.479, -0.443], [-0.763, -0.439, -0.565], [0.455, 0.138, -0.056], [-0.686, -0.805, 0.102], [-0.677, 0.190, 0.979], [-0.714, 0.249, 0.784], [0.631, 0.664, -0.249], [-0.543, -0.709, -0.311], [0.278, -0.262, -0.004], [0.225, 0.036, 2.172], [-0.021, -0.250, -0.425], [0.056, 0.012, 0.032], [-0.536, 0.002, 0.175], [1.973, -0.908, -0.308], [-2.856, -0.278, -1.885], [1.130, 0.171, 0.686], [0.081, -0.228, 0.351], [-0.514, 0.503, -0.060], [-0.160, 0.310, -0.680], [-0.133, 0.094, -0.163], [0.065, 0.058, -0.091], [-0.045, -0.035, -0.070], [0.121, 0.152, -0.031], [0.128, 0.214, 0.038], [-0.005, 0.051, 0.018], [0.067, 0.022, 0.007], [0.152, 0.191, -0.044], [0.081, 0.188, 0.017], [-0.154, -0.004, 0.022], [-0.173, 0.066, -0.115], [-0.049, 0.104, 0.037], [0.001, 0.147, 0.165], [-0.036, -0.090, 0.286], [-0.078, 0.005, 0.063], [-0.006, -0.050, -0.055], [0.204, -0.203, -0.039], [0.188, -0.032, -0.106]]
}


# 2
{
  "formula": "C33H60F6NO13S2",
  "method": "ωB97M-V/def2-TZVPD",
  "energy_ha": -3720.730797,
  "multiplicity": 1,
  "total_charge": 1,
  "orbital_gap_ev": 4.6,
  "e_homo_ev": -10.37,
  "largest_force_ha_per_bohr": 0.1828,
  "elements": ["C", "C", "S", "C", "N", "C", "C", "S", "O", "O", "C", "F", "F", "C", "F", "F", "F", "C", "C", "C", "F", "C", "C", "C", "C", "O", "C", "O", "H", "H", "H", "H", "H", "H", "H", "H", "H", "H", "H", "H", "H", "H", "H", "H", "H", "H", "C", "O", "C", "C", "O", "C", "C", "O", "C", "H", "H", "H", "H", "H", "H", "H", "H", "H", "H", "H", "H", "H", "H", "C", "O", "C", "C", "O", "C", "C", "O", "C", "H", "H", "H", "H", "H", "H", "H", "H", "H", "H", "H", "H", "H", "H", "C", "O", "C", "C", "O", "C", "C", "O", "C", "H", "H", "H", "H", "H", "H", "H", "H", "H", "H", "H", "H", "H", "H"],
  "xyz": [[-4.538, 3.673, -3.534], [-2.948, 3.883, -3.952], [-2.337, 5.646, -3.759], [-0.590, 5.685, -3.027], [-0.470, 4.892, -1.720], [-0.844, 5.665, -0.451], [-0.813, 4.994, 1.069], [-1.309, 6.085, 2.509], [-1.794, 5.328, 3.771], [-2.551, 6.923, 2.011], [0.023, 7.400, 2.891], [-0.319, 8.588, 2.022], [0.010, 7.843, 4.306], [1.533, 6.937, 2.450], [2.022, 5.703, 3.155], [2.457, 8.036, 2.919], [1.742, 6.869, 0.965], [-0.352, 3.426, 1.206], [-0.323, 2.626, 2.637], [-1.861, 2.162, 3.049], [0.412, 3.310, 3.726], [0.062, 2.639, -0.197], [-0.005, 3.422, -1.672], [0.432, 2.641, -3.066], [-0.161, 1.104, -3.050], [-0.098, 0.464, -4.376], [1.235, 0.585, -4.989], [2.030, -0.496, -4.951], [-5.276, 4.383, -4.105], [-4.803, 2.556, -3.759], [-4.583, 3.803, -2.354], [-2.334, 3.156, -3.261], [-2.799, 3.503, -5.073], [0.216, 5.380, -3.828], [-0.386, 6.817, -2.752], [-1.200, 6.794, -0.554], [0.263, 1.606, 2.435], [-2.697, 2.862, 2.575], [-2.017, 1.105, 2.515], [-2.005, 1.964, 4.193], [0.422, 1.504, -0.232], [1.623, 2.670, -3.127], [0.027, 3.155, -4.041], [0.417, 0.505, -2.202], [-1.300, 1.190, -2.749], [1.654, 1.532, -5.553], [7.849, 3.238, -5.333], [7.432, 1.907, -5.070], [8.493, 1.040, -4.675], [8.100, 0.209, -3.450], [7.947, 0.938, -2.223], [6.861, 1.871, -2.151], [5.453, 1.264, -2.204], [5.164, 0.744, -3.503], [4.602, -0.558, -3.488], [8.169, 3.317, -6.375], [6.995, 3.898, -5.176], [8.653, 3.560, -4.668], [9.413, 1.596, -4.465], [8.685, 0.368, -5.518], [8.914, -0.502, -3.264], [7.220, -0.399, -3.643], [6.986, 2.658, -2.889], [6.968, 2.360, -1.175], [4.719, 2.049, -2.007], [5.350, 0.496, -1.428], [5.040, -1.186, -2.706], [4.811, -1.027, -4.452], [3.516, -0.489, -3.352], [-1.319, -2.530, -3.168], [-1.747, -2.926, -1.874], [-2.583, -4.081, -1.876], [-2.141, -5.084, -0.806], [-0.879, -5.730, -1.037], [0.291, -4.905, -0.991], [0.624, -4.290, 0.375], [-0.324, -3.284, 0.733], [-0.810, -3.400, 2.060], [-2.066, -1.866, -3.609], [-0.382, -1.982, -3.062], [-1.140, -3.383, -3.826], [-2.598, -4.570, -2.856], [-3.599, -3.739, -1.649], [-2.881, -5.894, -0.793], [-2.168, -4.648, 0.189], [0.256, -4.150, -1.772], [1.121, -5.570, -1.260], [1.599, -3.800, 0.318], [0.683, -5.080, 1.133], [-0.944, -4.444, 2.360], [-1.784, -2.909, 2.108], [-0.122, -2.896, 2.749], [-3.075, -7.140, 4.231], [-3.541, -5.810, 4.399], [-4.858, -5.596, 3.895], [-5.717, -4.827, 4.904], [-6.056, -5.537, 6.105], [-4.983, -5.852, 7.001], [-4.289, -4.654, 7.662], [-3.524, -3.911, 6.711], [-3.730, -2.510, 6.778], [-2.608, -7.238, 3.248], [-2.324, -7.336, 4.997], [-3.872, -7.877, 4.342], [-5.350, -6.539, 3.634], [-4.756, -4.999, 2.983], [-6.675, -4.609, 4.417], [-5.284, -3.859, 5.145], [-4.267, -6.514, 6.520], [-5.442, -6.445, 7.802], [-3.588, -5.019, 8.416], [-5.034, -4.024, 8.164], [-4.773, -2.257, 6.995], [-3.477, -2.084, 5.805], [-3.072, -2.077, 7.540]],
  "atomic_forces_ev_per_a": [[0.836, -0.064, 0.742], [-0.235, -2.152, -0.544], [0.375, -0.452, 0.584], [0.544, 0.543, -0.587], [0.312, -1.386, 3.962], [0.586, -2.973, 1.521], [1.873, -2.508, -4.702], [-9.052, 0.551, 2.483], [3.462, 1.920, -4.474], [5.530, -2.710, 0.647], [1.090, 3.478, 0.441], [1.236, -4.021, 2.918], [-0.074, -1.916, -5.203], [4.353, 1.236, 0.733], [-2.210, 4.299, -3.044], [-3.281, -3.911, -1.753], [-1.044, -0.229, 5.229], [0.298, 1.768, -2.929], [0.065, -1.468, 0.117], [-0.291, -0.653, -1.131], [-1.889, -1.123, -2.963], [-1.161, 3.791, -0.749], [-0.706, 0.636, 3.104], [0.204, 0.377, 0.272], [-0.239, 0.794, 1.170], [2.845, 1.876, 0.412], [3.927, -6.651, 0.536], [-5.578, 7.274, -0.420], [1.572, -1.354, 1.238], [0.500, 2.166, 0.272], [-0.221, -0.034, -2.618], [-1.101, 1.515, -1.281], [-0.183, 1.030, 2.444], [-1.519, 0.295, 2.006], [-0.574, -2.407, -0.644], [0.829, -2.707, 0.026], [-0.988, 2.498, 0.483], [1.941, -1.278, 1.422], [0.422, 2.261, 1.126], [0.508, 0.786, -2.233], [-0.921, 2.837, 0.329], [-2.546, -0.127, 0.296], [0.601, -0.716, 2.153], [-1.182, 0.900, -2.083], [2.347, -0.472, -0.784], [-1.464, -1.598, 1.273], [-0.296, -0.338, -0.258], [0.436, 0.370, 0.381], [-0.550, -0.191, 0.155], [0.310, 0.025, 0.050], [-0.456, 0.124, -0.398], [0.088, -0.173, 0.340], [0.464, 0.004, -0.636], [0.117, -0.232, 0.540], [-0.066, 0.170, -0.064], [0.154, 0.202, 0.003], [-0.048, -0.045, -0.054], [0.089, -0.031, 0.029], [-0.094, 0.059, 0.040], [0.192, -0.173, 0.134], [-0.001, 0.215, 0.070], [-0.152, 0.137, -0.192], [-0.193, -0.051, -0.249], [0.016, -0.212, -0.031], [-0.002, 0.248, 0.285], [0.065, -0.028, -0.125], [0.023, 0.060, 0.045], [-0.142, 0.130, 0.046], [0.219, -0.279, 0.102], [-0.149, 0.208, 0.483], [0.185, -0.297, -0.526], [0.251, 0.049, 0.547], [0.005, -0.267, -0.205], [-0.123, 0.597, 0.103], [0.131, -0.319, 0.203], [-0.391, 0.168, -0.479], [-0.064, -0.440, 0.226], [0.123, 0.246, -0.160], [0.001, 0.002, -0.290], [-0.010, 0.012, 0.013], [-0.033, -0.042, -0.034], [0.118, 0.047, 0.026], [-0.139, -0.257, 0.022], [0.156, 0.013, -0.150], [0.043, 0.284, -0.018], [-0.069, 0.266, 0.104], [-0.172, -0.029, 0.148], [0.233, -0.185, -0.099], [-0.124, 0.082, -0.055], [0.044, 0.055, 0.030], [0.074, 0.029, -0.021], [-0.089, -0.160, 0.169], [0.243, 0.416, -0.037], [-0.406, -0.500, 0.015], [0.241, 0.363, 0.479], [-0.264, -0.240, 0.009], [0.506, 0.215, -0.256], [-0.216, 0.104, 0.282], [0.101, -0.304, -0.547], [-0.555, 0.345, 0.100], [0.328, -0.310, 0.035], [-0.010, -0.254, -0.078], [0.025, 0.077, -0.036], [-0.085, -0.010, -0.037], [0.060, -0.013, 0.098], [-0.280, 0.070, -0.094], [0.031, -0.195, 0.082], [0.299, -0.015, -0.024], [0.237, 0.160, -0.080], [-0.069, 0.199, -0.097], [-0.128, -0.179, 0.190], [0.034, 0.000, -0.144], [0.019, -0.016, 0.061], [0.083, -0.061, 0.040], [-0.161, 0.168, -0.006]]
}